# 1
86
Properties=species:S:1:pos:R:3 method="wB97M-V/def2-TZVPD" e_tot_ha=-4940.54339 orbital_gap_ev=5.4460 spin_multiplicity=2 s2=0.77 total_charge=+3 homo_energy_ev=-16.425 de_lowest_kj_mol=0.0
Pb -0.585 0.120 1.540
N -0.355 -2.839 5.211
C 0.034 -1.657 4.740
N -0.413 -1.519 3.503
C -1.093 -2.683 3.283
N -1.073 -3.510 4.298
C -1.792 -2.964 2.026
C -2.457 -4.166 1.815
N -3.101 -4.413 0.683
C -3.094 -3.459 -0.237
C -2.428 -2.257 -0.050
N -1.765 -2.013 1.083
H -0.193 -3.242 6.124
H 0.615 -0.948 5.305
H -2.461 -4.931 2.580
H -3.631 -3.645 -1.159
H -2.426 -1.499 -0.817
N -3.412 3.297 1.523
C -4.245 3.727 0.836
N -5.187 4.212 0.062
C -4.846 5.089 -1.063
C -5.364 6.504 -0.721
C -6.845 6.468 -0.371
C -7.122 5.499 0.769
C -6.600 4.086 0.422
H -5.379 4.690 -1.929
H -3.775 5.043 -1.227
H -5.167 7.123 -1.595
H -4.772 6.905 0.105
H -7.432 6.191 -1.250
H -7.171 7.467 -0.079
H -8.189 5.394 0.966
H -6.648 5.830 1.696
H -7.108 3.706 -0.468
H -6.693 3.381 1.243
F -0.735 0.169 -1.026
As -1.972 1.434 -1.391
F -2.844 0.276 -2.291
F -2.786 0.839 0.074
F -3.186 2.638 -1.582
F -1.042 2.468 -0.345
F -1.069 1.934 -2.740
C 5.506 0.869 -0.271
C 5.334 -1.549 1.012
C 6.322 -1.132 2.042
C 5.713 -2.516 -0.048
O 4.200 -1.016 1.053
Si 2.546 -1.203 -0.067
O 1.448 -0.672 0.892
O 3.260 -0.253 -1.176
C 2.872 0.830 -2.102
C 2.118 1.898 -1.332
C 2.046 0.226 -3.221
C 4.209 1.349 -2.616
O 2.697 -2.722 -0.525
C 1.760 -3.857 -0.491
C 2.511 -5.031 -1.092
C 0.562 -3.473 -1.340
C 1.382 -4.125 0.954
H 6.570 0.731 -0.460
H 5.212 1.646 0.430
H 4.725 0.279 -0.765
H 7.327 -1.043 1.631
H 6.420 -1.929 2.791
H 6.000 -0.252 2.594
H 6.792 -2.537 -0.187
H 5.172 -2.353 -0.977
H 5.423 -3.516 0.296
H 1.167 1.518 -0.963
H 1.901 2.742 -1.986
H 2.711 2.261 -0.489
H 1.127 -0.197 -2.819
H 2.611 -0.546 -3.741
H 1.769 1.008 -3.929
H 4.794 1.836 -1.793
H 4.071 2.146 -3.348
H 4.805 0.560 -3.072
H 2.833 -4.805 -2.108
H 1.863 -5.906 -1.125
H 3.384 -5.285 -0.490
H 0.869 -3.285 -2.369
H 0.085 -2.570 -0.946
H -0.173 -4.279 -1.345
H 2.262 -4.394 1.540
H 0.678 -4.956 1.007
H 0.922 -3.242 1.405

=====

# 2
75
Properties=species:S:1:pos:R:3 method="wB97M-V/def2-TZVPD" e_tot_ha=-4500.86996 orbital_gap_ev=7.5835 total_charge=0 homo_energy_ev=-7.085 de_lowest_kj_mol=25.1
Sn 0.048 -0.062 -0.072
O 0.948 1.755 1.043
N 1.703 2.696 0.504
C 2.201 3.632 1.340
C 2.950 4.682 0.886
C 3.224 4.766 -0.480
C 2.738 3.793 -1.316
C 1.956 2.730 -0.834
S 1.321 1.535 -1.874
H 1.948 3.478 2.378
H 3.307 5.423 1.586
H 3.813 5.581 -0.878
H 2.937 3.810 -2.378
C -4.928 2.446 1.146
C -4.468 1.212 0.359
C -4.880 1.338 -1.107
C -5.097 -0.042 0.964
N -2.990 1.096 0.358
N -2.377 0.711 1.581
H -6.016 2.527 1.131
H -4.513 3.358 0.711
H -4.613 2.380 2.190
H -5.965 1.410 -1.196
H -4.530 0.464 -1.653
H -4.438 2.231 -1.556
H -6.179 0.001 0.836
H -4.893 -0.117 2.033
H -4.721 -0.935 0.463
H -2.598 1.997 0.108
H -2.585 -0.268 1.741
H -2.743 1.245 2.366
C -1.825 -5.255 -2.252
As -2.045 -3.456 -2.941
C -3.532 -3.553 -4.188
C -0.483 -3.121 -4.036
S -2.414 -2.069 -1.453
H -1.810 -5.987 -3.059
H -2.646 -5.463 -1.570
H -0.889 -5.298 -1.696
H -3.396 -4.360 -4.907
H -3.608 -2.601 -4.710
H -4.443 -3.711 -3.615
H -0.417 -3.863 -4.831
H 0.404 -3.176 -3.406
H -0.557 -2.124 -4.464
C 0.241 -1.591 3.529
C 0.487 -2.985 2.940
C -0.631 -3.405 1.979
C 1.871 -3.093 2.321
C 2.798 -3.925 2.938
C 4.081 -4.083 2.441
C 4.436 -3.391 1.295
C 3.545 -2.547 0.644
C 4.028 -1.812 -0.595
C 3.163 -2.079 -1.833
C 4.169 -0.312 -0.312
C 2.244 -2.376 1.163
O 1.378 -1.558 0.574
H -0.730 -1.547 4.029
H 0.265 -0.830 2.749
H 1.017 -1.353 4.257
H 0.464 -3.695 3.772
H -0.778 -2.671 1.189
H -1.575 -3.524 2.517
H -0.383 -4.356 1.505
H 2.500 -4.461 3.832
H 4.790 -4.734 2.936
H 5.436 -3.504 0.890
H 5.025 -2.202 -0.821
H 2.210 -1.559 -1.762
H 2.966 -3.149 -1.930
H 3.673 -1.735 -2.736
H 3.213 0.097 0.015
H 4.493 0.232 -1.203
H 4.899 -0.147 0.483

=====

# 3
94
Properties=species:S:1:pos:R:3 method="wB97M-V/def2-TZVPD" e_tot_ha=-34441.59395 orbital_gap_ev="9.1662 / 7.4023" spin_multiplicity=6 s2=8.76 total_charge=0 homo_energy_ev="-9.115 / -9.115"
Fe -2.014 -0.511 0.951
C 0.363 0.393 1.780
O 0.097 -0.460 0.615
O -0.908 0.920 2.023
C 1.144 -0.335 3.004
F 2.447 -0.086 3.028
F 0.686 0.183 4.093
F 0.973 -1.609 3.140
C 0.907 -0.262 -0.520
C 0.558 -1.298 -1.524
H 0.375 -2.273 -1.071
H -0.452 -1.040 -1.842
H 1.331 -1.503 -2.265
H 1.983 -0.332 -0.362
H 0.743 0.712 -0.980
H 0.981 1.273 1.604
C -3.844 -0.459 -1.266
O -3.456 0.640 -0.557
O -3.210 -1.479 -0.595
C -5.402 -0.531 -1.558
F -5.927 0.463 -2.264
F -5.706 -1.697 -2.153
F -6.015 -0.567 -0.373
C -3.633 2.038 -1.122
C -2.861 3.142 -0.222
H -1.870 3.271 -0.657
H -3.353 4.071 0.066
H -2.711 2.726 0.774
H -4.658 2.278 -1.404
H -3.067 2.201 -2.039
H -3.345 -0.364 -2.230
C -2.881 -4.942 -2.192
O -1.971 -4.651 -1.123
O -4.138 -4.568 -1.616
C -2.447 -4.087 -3.461
F -1.370 -4.648 -3.976
F -3.281 -3.862 -4.404
F -1.961 -2.911 -2.996
C -0.795 -5.484 -1.102
C 0.169 -5.214 0.023
H 0.440 -4.173 0.196
H -0.213 -5.591 0.972
H 1.117 -5.745 -0.070
H -0.268 -5.716 -2.028
H -1.159 -6.477 -0.840
H -2.917 -6.030 -2.251
Br 4.579 -0.715 0.509
C 4.081 -2.517 -0.177
C 3.604 -3.569 0.775
Br 3.794 -5.369 -0.028
H 4.931 -2.829 -0.784
H 3.416 -2.271 -1.004
H 2.626 -3.441 1.240
H 4.305 -3.457 1.602
Br -4.269 -0.268 2.980
C -4.346 1.126 4.411
C -2.934 1.397 4.955
Br -3.023 2.464 6.566
H -5.028 0.768 5.181
H -4.906 1.992 4.058
H -2.263 1.961 4.307
H -2.337 0.534 5.250
Br -1.457 6.377 3.166
C 0.422 6.172 2.715
C 0.486 4.891 1.925
Br 2.342 4.607 1.305
H 1.052 5.945 3.576
H 0.681 6.979 2.029
H -0.110 5.043 1.025
H 0.131 3.998 2.439
Br 0.771 0.615 -6.367
C -0.269 2.244 -5.969
C -1.517 1.998 -5.128
Br -0.758 1.412 -3.322
H -0.555 2.626 -6.949
H 0.456 2.870 -5.449
H -2.058 1.164 -5.575
H -2.107 2.903 -4.986
Br 5.020 2.904 3.232
C 5.194 1.123 4.208
C 4.488 1.230 5.594
Br 4.424 -0.488 6.488
H 6.205 0.899 4.551
H 4.929 0.211 3.672
H 3.445 1.529 5.499
H 5.024 1.967 6.193
Br 5.533 -0.783 -2.981
C 4.907 1.106 -3.189
C 3.367 1.242 -3.108
Br 2.786 3.130 -3.292
H 5.308 1.699 -4.011
H 5.303 1.706 -2.370
H 2.997 0.874 -2.151
H 2.847 0.597 -3.818

=====

# 4
74
Properties=species:S:1:pos:R:3 method="wB97M-V/def2-TZVPD" e_tot_ha=-2828.04085 orbital_gap_ev=7.4549 total_charge=+1 homo_energy_ev=-11.084
C 0.211 4.274 -3.088
C 1.013 3.524 -2.040
O 1.906 2.629 -2.690
C 2.225 1.494 -1.949
C 3.282 0.741 -2.746
O 3.783 -0.383 -2.029
C 2.938 -1.494 -2.042
C 2.777 -2.022 -0.596
C 2.367 -0.944 0.422
C 2.385 -1.368 1.906
O 1.335 -0.738 2.594
Si 0.514 -1.434 3.876
C 1.716 -1.778 5.248
C -0.312 -3.017 3.315
C -0.788 -0.208 4.349
C 4.138 -2.632 -0.155
S 4.101 -4.401 -0.575
C 2.423 -4.338 -0.696
N 1.832 -3.184 -0.667
C 0.346 -3.076 -0.749
C -0.251 -1.939 -1.597
C -1.678 -1.552 -1.105
C -1.645 -0.294 -0.205
C -2.659 -1.419 -2.292
H -0.531 4.910 -2.593
H 0.849 4.909 -3.705
H -0.326 3.570 -3.731
H 1.595 4.222 -1.421
H 0.347 2.958 -1.369
H 2.631 1.748 -0.952
H 1.324 0.872 -1.787
H 2.874 0.413 -3.711
H 4.139 1.389 -2.944
H 3.403 -2.302 -2.634
H 1.972 -1.273 -2.496
H 1.375 -0.545 0.217
H 3.082 -0.128 0.261
H 3.332 -1.034 2.352
H 2.362 -2.466 2.024
H 1.183 -2.142 6.134
H 2.447 -2.549 4.969
H 2.265 -0.871 5.519
H -1.115 -2.754 2.611
H 0.374 -3.714 2.814
H -0.766 -3.548 4.157
H -1.508 -0.684 5.026
H -0.368 0.670 4.846
H -1.328 0.116 3.456
H 4.297 -2.577 0.924
H 4.963 -2.119 -0.658
H 1.846 -5.255 -0.823
H 0.022 -4.032 -1.178
H -0.023 -3.034 0.280
H 0.381 -1.057 -1.563
H -0.303 -2.268 -2.643
H -2.046 -2.377 -0.481
H -1.926 -0.524 0.826
H -0.655 0.175 -0.169
H -2.334 0.466 -0.575
H -2.135 -1.238 -3.236
H -3.258 -2.327 -2.422
H -3.359 -0.588 -2.143
Cl -5.364 1.086 -0.278
C -5.031 2.775 -0.094
C -4.097 3.411 -0.902
Cl -3.252 2.526 -2.130
C -3.832 4.761 -0.733
C -4.505 5.478 0.241
C -5.442 4.846 1.046
C -5.704 3.497 0.880
H -3.106 5.241 -1.374
H -4.299 6.532 0.367
H -5.973 5.403 1.806
H -6.431 2.992 1.501

=====

# 5
78
Properties=species:S:1:pos:R:3 method="wB97M-V/def2-TZVPD" e_tot_ha=-3173.87078 orbital_gap_ev="3.4292 / 6.3429" spin_multiplicity=3 s2=2.01 total_charge=-1 homo_energy_ev="-1.175 / -4.090" de_lowest_kj_mol=89.0
C -2.183 2.641 -0.636
C -2.691 1.511 -1.469
H -1.717 3.411 -1.271
H -1.458 2.287 0.110
H -3.016 3.110 -0.085
C -3.191 1.666 -2.708
C -3.334 2.940 -3.440
H -3.593 0.779 -3.190
H -2.397 3.503 -3.416
H -4.152 3.566 -3.070
H -3.559 2.693 -4.477
Pt -2.334 -0.608 2.044
Cl -2.561 -1.782 4.024
Cl -4.546 -1.160 1.569
C -0.102 -3.190 2.058
O 0.236 -2.090 1.590
N 0.777 -4.156 2.380
C 2.202 -3.956 2.153
C 0.300 -5.403 2.956
H -1.162 -3.473 2.231
H 2.590 -3.104 2.727
H 2.414 -3.806 1.086
H 2.699 -4.866 2.488
H -0.295 -5.211 3.863
H 1.169 -6.015 3.208
H -0.327 -5.947 2.230
H 1.080 5.902 1.364
H 1.421 4.354 -1.288
C 2.145 5.992 1.098
C 2.425 4.737 -1.039
N 2.616 4.806 0.396
H 2.719 6.123 2.024
C 2.970 3.699 1.092
O 3.250 2.609 0.591
H 3.178 4.076 -1.481
H 2.970 3.903 2.187
H 2.274 6.868 0.455
H 2.528 5.754 -1.431
O -2.007 0.245 0.397
C -2.752 0.121 -0.797
C -1.999 -0.968 -3.070
C -2.447 -1.082 -1.741
H -1.570 -0.035 -3.435
C -2.059 -2.046 -3.962
H -3.822 0.010 -0.513
C -2.827 -2.360 -1.301
H -1.697 -1.893 -4.980
C -2.590 -3.276 -3.556
C -2.932 -3.442 -2.200
H -3.113 -2.483 -0.239
H -2.696 -4.130 -4.240
H -3.311 -4.417 -1.842
Si 1.876 -0.891 -2.530
Cl 0.490 0.631 -2.106
C 2.063 -1.267 -4.352
C 0.787 -2.213 -1.708
C 2.894 -0.398 -0.997
H 1.940 -2.355 -4.526
H 3.027 -0.974 -4.768
H 1.254 -0.709 -4.853
H 3.000 0.697 -1.052
H 3.860 -0.917 -0.953
H 2.287 -0.696 -0.119
H -0.083 -2.385 -2.328
H 0.417 -1.868 -0.749
H 1.288 -3.148 -1.506
C 1.671 0.883 5.446
N 0.979 0.830 4.170
C 1.461 1.234 2.933
C 0.490 0.969 1.993
N -0.565 0.326 2.678
C -0.266 0.340 3.985
H 2.616 0.327 5.451
H 1.901 1.918 5.711
H 0.992 0.458 6.189
H 2.431 1.695 2.825
H 0.525 1.151 0.916
H -0.859 -0.045 4.806

=====

# 6
78
Properties=species:S:1:pos:R:3 method="wB97M-V/def2-TZVPD" e_tot_ha=-3998.62106 orbital_gap_ev="8.6953 / 9.1444" spin_multiplicity=3 s2=2.01 total_charge=0 homo_energy_ev="-8.210 / -8.650" de_lowest_kj_mol=355.4
C -2.176 -2.402 -4.261
C -1.296 -2.572 -3.047
H -1.716 -2.892 -5.126
H -2.243 -1.373 -4.557
H -3.217 -2.719 -4.129
C -0.267 -3.430 -3.086
C -0.230 -4.453 -4.186
H 0.527 -3.442 -2.382
H 0.117 -4.082 -5.183
H -1.301 -4.750 -4.275
H 0.342 -5.359 -3.898
V -0.695 2.518 2.018
Cl -2.735 3.432 1.957
Cl 0.942 3.640 1.087
H 1.505 6.182 4.787
H -1.259 7.348 3.439
C 1.294 5.699 3.807
C -0.777 6.614 2.788
N -0.124 5.558 3.533
H 1.785 4.715 3.793
C -0.795 4.654 4.317
O -0.197 3.784 4.987
H -1.509 6.175 2.119
H -1.887 4.769 4.299
H 1.746 6.304 3.012
H -0.015 7.099 2.177
H 2.823 -0.803 -3.136
H 2.510 -3.588 -2.693
C 3.721 -1.059 -2.560
C 3.385 -3.421 -2.055
N 3.433 -2.054 -1.538
H 4.064 -0.164 -2.056
C 3.045 -1.633 -0.295
O 2.903 -0.443 -0.035
H 3.330 -4.118 -1.222
H 2.874 -2.473 0.418
H 4.492 -1.463 -3.231
H 4.296 -3.597 -2.646
O -0.428 -0.479 -2.101
C -1.356 -1.547 -1.923
C 0.227 -2.464 -0.234
C -1.086 -2.134 -0.529
H 0.923 -2.033 -0.962
C 0.587 -3.231 0.892
H -2.346 -1.169 -1.882
C -2.034 -2.323 0.490
H 1.611 -3.599 0.967
C -0.375 -3.493 1.860
C -1.646 -2.923 1.703
H -3.062 -1.959 0.314
H -0.095 -4.080 2.731
H -2.397 -2.998 2.516
Si -0.532 0.926 -2.924
Cl -1.169 0.872 0.900
C 1.166 1.538 -2.915
C -1.460 2.398 -2.009
C -1.637 0.803 -4.299
H 1.947 0.802 -2.763
H 1.270 2.350 -2.190
H 1.159 1.905 -3.945
H -1.049 0.091 -4.903
H -1.769 1.774 -4.792
H -2.598 0.373 -3.973
H -2.442 2.242 -1.527
H -1.624 3.048 -2.892
H -0.848 3.007 -1.312
C -1.545 -1.120 5.433
N -0.656 -0.377 4.553
C 0.595 -0.771 4.063
C 1.024 0.212 3.212
N 0.089 1.270 3.291
C -0.929 0.838 4.064
H -1.827 -2.092 5.007
H -1.068 -1.278 6.408
H -2.441 -0.511 5.573
H 1.096 -1.694 4.340
H 1.862 0.241 2.544
H -1.834 1.385 4.275